Entry 1:
The following is a quantum chemistry calculation of a cluster of 4 separate species, C4H16NO3 in total in a non-equilibrium geometry, from OMol25.

Results
**Orbital gap**: 8.68 eV
**HOMO**: -13.3 eV
**ΔE to the lowest compared entry with this formula, charge and spin**: 2.106 eV
**Strongest force on any atom**: 2.6 eV/A
**Charge**: +1
**Energy**: -442.187213 Ha

Each line ends with the Mulliken charge.
Cartesian coordinates (Å):
C 0.62631 -3.29391 -1.09461  -1.0792
C -0.48200 -2.45784 -1.78345  -0.2583
C -0.02644 -1.25470 -2.61615  -0.8982
C -1.27312 0.87105 -2.53221  -0.0646
N -0.31506 0.11226 -2.17982  0.1505
H 0.45587 -3.50673 -0.05358  0.3241
H 1.56625 -2.71537 -1.05518  0.3326
H 0.70054 -4.21865 -1.67880  0.2822
H -1.23665 -2.17701 -1.05425  0.3857
H -0.94759 -3.07569 -2.56741  0.2737
H -0.30442 -1.37470 -3.68749  0.3964
H 1.07636 -1.38527 -2.70194  0.4185
H -2.03996 0.63061 -3.24887  0.3130
H -1.21915 1.85036 -2.00218  0.2329
H 0.34798 0.53160 -1.50659  0.2376
H -2.42189 3.71336 5.47263  0.3250
H -2.62282 4.96949 4.70278  0.3210
O -3.00031 4.08917 4.79113  -0.6460
H 3.35233 0.95775 4.54350  0.3243
H 2.32073 0.26671 5.50347  0.3279
O 2.43069 0.88476 4.77859  -0.6519
H 0.67987 2.72262 0.41564  0.3225
H 1.64648 1.86966 -0.23055  0.3021
O 0.68599 1.99047 -0.21465  -0.6718

Forces on atoms 1 to 3 (eV/Å):
C 0.3 0.8 -0.8
C -0.6 -0.2 0.0
C 1.7 -0.8 -1.7



Entry 2:
The following is a quantum chemistry calculation of a cluster of 7 separate species, C30H54F7O18 in total in a non-equilibrium geometry, from OMol25.

Results
**Orbital gap**: 5.10 eV
**HOMO**: -3.0 eV
**ΔE to the lowest compared entry with this formula, charge and spin**: 0.000 eV
**Strongest force on any atom**: 1.9 eV/A
**Charge**: -1
**Energy**: -3228.969879 Ha

Each line ends with the Mulliken charge.
Cartesian coordinates (Å):
C 6.00092 -1.27696 1.71006  -0.9936
C 4.95834 -2.39407 1.38657  -0.4162
C 3.56638 -1.93337 1.86306  -0.9479
C 2.50447 -2.67399 1.22044  1.3034
F 2.73183 -2.79033 -0.12347  -0.3451
F 2.32138 -4.02194 1.65777  -0.4327
C 1.10359 -2.00760 1.35477  0.2549
F 0.11369 -2.92178 1.44374  -0.3231
F 0.87191 -1.28087 0.25463  -0.3544
C 0.93966 -1.03206 2.55192  0.5791
F -0.38495 -0.80196 2.68868  -0.3312
F 1.33763 -1.51543 3.69302  -0.2568
F 1.46300 0.13085 2.29375  -0.1962
H 5.44023 -0.36590 1.91572  0.2316
H 6.55672 -1.52476 2.61587  0.2852
H 6.65732 -1.05438 0.86490  0.2987
H 4.99699 -2.61302 0.32083  0.3142
H 5.28125 -3.28809 1.93939  0.2068
H 3.52418 -2.20229 2.92722  0.0016
C -2.12589 0.85420 -5.36297  -1.0775
C -0.81071 1.54745 -5.65367  -0.2981
O -0.16706 1.95983 -4.44363  -0.3407
C 0.41754 0.97238 -3.74823  0.7881
O 0.44715 -0.18808 -4.07314  -0.5749
O 0.92272 1.48718 -2.63517  -0.3430
C 1.48184 0.50289 -1.74307  -0.6750
H -2.76502 1.48945 -4.74767  0.3109
H -2.64916 0.62171 -6.29142  0.3856
H -1.97122 -0.07412 -4.81523  0.2344
H -0.98959 2.45619 -6.22841  0.3473
H -0.14332 0.91612 -6.24215  0.3383
H 2.22198 -0.11420 -2.24743  0.3295
H 0.68979 -0.10843 -1.34373  0.3580
H 1.96466 1.03522 -0.92857  0.2893
C -8.02379 -2.71021 -4.19742  -1.0244
C -7.57014 -2.63500 -5.64117  -0.2217
O -6.20314 -2.21919 -5.74550  -0.3755
C -5.29787 -3.15631 -5.44569  0.7914
O -5.53478 -4.29128 -5.12189  -0.5773
O -4.08659 -2.60807 -5.54890  -0.2954
C -3.01901 -3.47564 -5.15415  -0.4946
H -7.84270 -1.76075 -3.69122  0.2925
H -9.08895 -2.94039 -4.14592  0.3973
H -7.47840 -3.47845 -3.65044  0.2437
H -8.15205 -1.88226 -6.17161  0.2843
H -7.71512 -3.58429 -6.15839  0.3113
H -3.05902 -4.42036 -5.69286  0.3514
H -3.05685 -3.64948 -4.07940  0.0967
H -2.08871 -2.96852 -5.39726  0.2224
C -0.60486 -1.60817 5.99907  -0.8468
C -0.12893 -2.36773 7.21791  -0.3226
O 0.07879 -1.49732 8.34646  -0.3521
C -1.02053 -1.08699 8.97023  0.7850
O -2.15540 -1.38453 8.69709  -0.5579
O -0.65029 -0.26624 9.96375  -0.3422
C -1.74227 0.32270 10.66611  -0.6392
H 0.08006 -0.79407 5.76591  0.2069
H -0.66657 -2.27184 5.13867  0.2497
H -1.58780 -1.16742 6.16427  0.3933
H 0.83843 -2.82213 7.01094  0.3098
H -0.81569 -3.17111 7.48676  0.3128
H -2.43198 -0.43559 11.03262  0.2910
H -2.26559 1.02927 10.02240  0.2896
H -1.32460 0.85985 11.51421  0.2212
C 2.28859 4.50880 -5.05540  -0.9193
C 2.51225 5.20827 -6.37944  -0.2486
O 1.34315 5.92746 -6.80812  -0.3505
C 1.11195 7.07811 -6.17962  0.7805
O 1.79052 7.57059 -5.31568  -0.5524
O -0.02139 7.59609 -6.67002  -0.3398
C -0.44045 8.79476 -6.01920  -0.6401
H 1.40787 3.86759 -5.10366  0.1320
H 3.15400 3.89838 -4.79621  0.3921
H 2.12120 5.22387 -4.25131  0.3211
H 2.70843 4.47040 -7.15598  0.3003
H 3.37199 5.87840 -6.34276  0.3309
H 0.35204 9.54087 -6.01653  0.2920
H -0.75756 8.57702 -4.99988  0.2919
H -1.28862 9.18219 -6.57813  0.2223
C 8.36762 3.73976 5.15147  -1.1002
C 7.62056 3.84486 3.83760  -0.2034
O 6.59961 2.84936 3.72684  -0.3254
C 5.49252 3.07740 4.43872  0.7192
O 5.28558 4.04036 5.13746  -0.5920
O 4.66560 2.05392 4.25158  -0.2026
C 3.46698 2.11704 5.02465  -0.4663
H 8.76038 2.73069 5.28607  0.2871
H 9.19738 4.44782 5.17481  0.3562
H 7.71250 3.94919 5.99604  0.3166
H 8.30492 3.66251 3.01024  0.2996
H 7.19422 4.83894 3.69605  0.3065
H 2.94604 3.06002 4.86865  0.3282
H 3.69722 1.98104 6.08134  0.3117
H 2.82383 1.30474 4.69622  -0.0485
C -2.10090 -4.50542 0.16953  -0.8894
C -2.71832 -3.34248 -0.57523  -0.1156
O -3.98621 -3.68728 -1.17190  -0.2497
C -5.02017 -3.76088 -0.34143  0.6585
O -5.00680 -3.55488 0.84466  -0.5766
O -6.09893 -4.11811 -1.05619  -0.2571
C -7.27118 -4.32150 -0.27165  -0.7439
H -2.01987 -5.37878 -0.48134  0.2967
H -1.10817 -4.23688 0.52218  0.1635
H -2.70597 -4.79842 1.02742  0.3005
H -2.07205 -3.05464 -1.40306  0.2718
H -2.83206 -2.46943 0.06749  0.3243
H -7.49064 -3.45152 0.34491  0.3464
H -7.15644 -5.20712 0.35303  0.3166
H -8.09521 -4.48136 -0.96325  0.2037

Forces on atoms 1 to 3 (eV/Å):
C -0.6 -0.1 -0.1
C 0.2 0.9 0.6
C 0.3 -0.9 -0.2



Entry 3:
The following is a quantum chemistry calculation of the ion C5H6N with charge +1 in a non-equilibrium geometry, from OMol25.

Results
**Orbital gap**: 8.11 eV
**HOMO**: -14.0 eV
**ΔE to the lowest compared entry with this formula, charge and spin**: 3.979 eV
**SMILES**: C#[N+]C(=C)C=C
**Strongest force on any atom**: 5.5 eV/A
**Charge**: +1
**Energy**: -248.469479 Ha

Each line ends with the Mulliken charge.
Cartesian coordinates (Å):
C -2.22932 1.05613 0.23314  0.1782
N -1.28372 0.35793 0.21850  0.0076
C -0.06796 -0.21111 0.50679  0.7355
C 0.39408 -0.19989 1.78605  -0.6968
C 0.89926 -0.34178 -0.60008  -0.1510
C 0.69651 -0.27756 -1.88281  -0.7812
H -2.82134 1.90590 0.01622  0.4122
H -0.10557 -0.47149 2.70937  0.3624
H 1.50089 -0.53017 1.80327  0.2327
H 1.77063 -0.71473 -0.05741  0.1723
H -0.29854 -0.12172 -2.24421  0.2308
H 1.54507 -0.45152 -2.48885  0.2974

Forces on atoms 1 to 3 (eV/Å):
C 4.4 -2.9 -0.8
N -4.7 2.8 0.9
C 1.5 1.1 0.8



Entry 4:
The following is a quantum chemistry calculation of a cluster of 2 separate species, C4H6INO in total in a non-equilibrium geometry, from OMol25.

Results
**Orbital gap**: 6.92 eV
**HOMO**: -9.3 eV
**ΔE to the lowest compared entry with this formula, charge and spin**: 5.944 eV
**Strongest force on any atom**: 5.1 eV/A
**Charge**: 0
**Energy**: -583.501084 Ha

Each line ends with the Mulliken charge.
Cartesian coordinates (Å):
C 1.65481 -1.54563 -1.46595  -0.0744
C -0.29982 0.39776 -0.63506  -1.1861
C 0.28591 -1.51513 1.01503  -0.5817
C 0.17744 -0.00918 0.76365  0.4739
N 2.46306 -1.74411 -2.27741  -0.5044
O 1.29788 0.60585 1.18765  -0.4769
I 1.95202 -2.15374 2.12026  0.2750
H 0.10936 -0.16453 -1.35063  0.3213
H -0.13674 1.53222 -0.68309  0.4085
H -1.31654 0.05499 -0.73951  0.3608
H -0.67621 -1.99751 0.93560  0.4219
H -0.68316 0.07589 1.50790  0.2604
H 1.59028 1.18650 0.50896  0.3018

Forces on atoms 1 to 3 (eV/Å):
C -0.2 -0.7 0.9
C -1.9 3.0 3.6
C 1.9 1.9 -0.9



Entry 5:
The following is a quantum chemistry calculation of the molecule C2H4OS2 in a non-equilibrium geometry, from OMol25.

Results
**Orbital gap**: 10.16 eV
**HOMO**: -9.5 eV
**ΔE to the lowest compared entry with this formula, charge and spin**: 2.023 eV
**SMILES**: S[C@H]1O[C@@H]1S
**Strongest force on any atom**: 4.0 eV/A
**Charge**: 0
**Energy**: -950.134330 Ha

Each line ends with the Mulliken charge.
Cartesian coordinates (Å):
S 1.51452 -1.47373 1.19017  -0.2558
C 0.30779 -0.22381 0.82488  -0.3131
O 0.66204 1.11140 0.53484  -0.3022
C 0.06567 0.53477 -0.55355  0.1073
S -1.74905 0.65447 -0.65268  -0.2729
H 1.21066 -2.41077 0.13013  0.1453
H -0.64799 -0.20621 1.37944  0.3748
H 0.50819 0.20833 -1.47048  0.3906
H -1.87183 1.80556 -1.38277  0.1261

Forces on atoms 1 to 3 (eV/Å):
S -0.2 -1.1 -1.6
C -1.6 0.8 -1.9
O 1.4 1.0 0.1



Entry 6:
The following is a quantum chemistry calculation of a cluster of 2 separate species, C3H6Cl2NO3P in total in a non-equilibrium geometry, from OMol25.

Results
**Orbital gap**: 5.42 eV
**HOMO**: 0.2 eV
**ΔE to the lowest compared entry with this formula, charge and spin**: 5.030 eV
**Strongest force on any atom**: 4.4 eV/A
**Charge**: -2
**Energy**: -1660.128884 Ha

Each line ends with the Mulliken charge.
Cartesian coordinates (Å):
C 1.83694 -0.61600 0.24238  -0.9198
C 1.04655 0.24820 -0.71215  -0.2941
C -0.84221 0.76174 0.16818  0.2794
N -0.70736 0.55689 1.52297  -0.4027
O -2.20482 0.13348 -2.18056  -0.7899
O -3.12171 -0.70847 0.02889  -0.8082
O -0.88821 -1.72476 -0.98958  -0.7417
P -1.88752 -0.56744 -0.87490  0.7126
Cl 1.92334 1.75591 -1.14368  -0.3430
Cl -0.92789 2.34282 -0.26875  -0.2654
H 2.37945 -1.44042 -0.14281  0.3056
H 2.72631 -0.11969 0.78847  0.3066
H 1.14716 -1.03018 1.01376  0.1172
H 0.74594 -0.30957 -1.57202  0.4834
H -0.52824 1.15607 2.30780  0.1431
H -0.69773 -0.43857 1.81199  0.2168

Forces on atoms 1 to 3 (eV/Å):
C 0.7 1.2 2.0
C -1.2 0.3 1.6
C 2.7 -3.3 -0.9



Entry 7:
The following is a quantum chemistry calculation of a cluster of 4 separate species, C34H61N4O12S in total in a non-equilibrium geometry, from OMol25.

Results
**Orbital gap**: 8.92 eV
**HOMO**: -11.8 eV
**Strongest force on any atom**: 1.0 eV/A
**Charge**: +1
**Energy**: -2851.848151 Ha

Each line ends with the Mulliken charge.
Cartesian coordinates (Å):
C 1.46556 4.60791 3.63205  -0.9981
C 0.09548 4.95641 3.00610  -0.5371
C -1.05687 4.02918 3.44774  -0.8647
C -1.56448 3.08231 2.34397  -1.0860
C -1.13491 1.61206 2.56802  -0.3905
C -0.83899 0.97094 1.21832  -1.3784
N -0.33442 -0.45383 1.18930  1.4073
C -1.38635 -1.29064 1.86296  -0.7441
C -2.76677 -1.30181 1.23792  -1.5979
N -3.66095 -1.82130 1.94490  -0.5590
C -0.23590 -0.90703 -0.25993  0.0351
C 0.65012 -0.04756 -1.17751  -1.5424
O 0.02470 -0.06459 -2.45924  -0.5065
N 0.80617 -0.93491 -3.33694  0.3837
O 0.12047 -1.51539 -4.05375  -0.3881
C 0.15802 -2.41377 -0.35682  -0.4223
C -0.99732 -3.38397 -0.56282  -0.8605
C -0.47115 -4.79555 -0.86354  -0.6875
C 0.21291 -4.91936 -2.23065  -1.1454
O 0.92293 -2.84594 0.75934  -0.3248
C 1.78668 -1.82931 1.20624  -2.6968
C 1.05535 -0.65097 1.88116  2.8330
C 0.91680 -0.94368 3.39921  -1.4374
C 0.77372 -2.41112 3.86637  -1.1132
C 2.05973 -2.98885 4.48728  -0.5226
S 1.78664 -4.21059 5.74560  1.3060
O 1.13437 -5.32105 5.12335  -0.6018
O 3.01130 -4.38363 6.44531  -0.6182
O 0.78302 -3.52684 6.76603  -0.4801
C 1.95444 0.61383 1.75926  -0.4517
C 3.46293 0.38538 1.89275  -0.2415
C 4.09254 0.55466 3.24782  -1.1609
N 4.22288 0.13751 0.91526  -0.7160
H 1.35011 3.96953 4.51155  0.2682
H 1.98108 5.50555 3.97087  0.3925
H 2.10830 4.08199 2.92320  0.1399
H 0.21324 4.90253 1.92143  0.3249
H -0.14494 5.99103 3.24661  0.3730
H -0.76531 3.46210 4.33354  0.5183
H -1.89626 4.66438 3.73453  0.4549
H -2.65592 3.10454 2.33486  0.4541
H -1.25002 3.42166 1.35305  0.5577
H -1.96440 1.10635 3.06763  0.2364
H -0.28886 1.58304 3.25085  0.0995
H -1.76028 0.99617 0.63106  0.7135
H -0.15853 1.62381 0.68491  0.8494
H -1.54211 -0.93419 2.87405  0.7384
H -1.03599 -2.31099 1.95884  1.1214
H -2.97464 -0.86828 0.25768  0.5753
H -4.57212 -1.81081 1.48758  0.1608
H -1.21682 -0.84588 -0.72530  0.9152
H 0.76354 0.99577 -0.89812  0.1657
H 1.65218 -0.46461 -1.31268  0.9514
H 0.79064 -2.50325 -1.25277  0.8674
H -1.58335 -3.04927 -1.42377  0.4299
H -1.61871 -3.46116 0.32932  0.2177
H -1.34588 -5.45035 -0.85455  0.5266
H 0.17808 -5.13781 -0.05744  0.2884
H 0.09045 -5.93462 -2.60840  0.4163
H 1.29353 -4.78377 -2.14347  0.3071
H -0.19009 -4.21691 -2.96210  0.2130
H 2.37326 -1.49020 0.34740  0.8712
H 2.51950 -2.23669 1.90006  0.3614
H 0.10402 -0.36805 3.83570  -0.0690
H 1.80577 -0.53397 3.87771  1.2308
H 0.00006 -2.42705 4.63646  0.5151
H 0.44042 -3.09390 3.08963  0.3187
H 2.60349 -3.56217 3.73298  0.3289
H 2.70813 -2.21372 4.89486  0.1090
H -0.12495 -3.58082 6.43062  0.3969
H 1.80380 1.17349 0.83934  0.2635
H 1.67022 1.28692 2.57146  0.3937
H 3.67561 1.42639 3.75742  0.2664
H 3.88981 -0.31355 3.88088  0.1683
H 5.16767 0.65904 3.13291  0.4699
H 3.72125 0.09576 0.02744  0.2095
O 4.48459 -0.50432 -3.67635  -0.6008
C 4.26506 0.12462 -4.67491  0.4573
O 5.19699 0.86498 -5.29489  -0.3749
C 4.61107 1.60006 -6.39602  -0.1456
C 3.34611 0.83073 -6.75618  -0.5723
C 2.93955 0.25712 -5.40093  -0.1553
H 4.39412 2.61164 -6.05960  0.0819
H 5.33418 1.64693 -7.20470  0.3410
H 2.59479 1.45469 -7.23426  0.2979
H 3.58867 0.01304 -7.43617  0.3040
H 2.31886 0.94972 -4.82724  0.0950
H 2.44967 -0.70992 -5.46807  0.3067
O -6.42537 -1.88455 3.01121  -0.5672
C -7.20613 -2.25510 2.18537  0.5562
O -6.92684 -2.16303 0.85648  -0.3810
C -8.06694 -2.58167 0.07668  -0.4623
C -8.88115 -3.46798 1.01175  -0.4675
C -8.58768 -2.84312 2.37544  -0.4534
H -8.61412 -1.68930 -0.23213  0.2665
H -7.70776 -3.09931 -0.80879  0.3141
H -9.93624 -3.50074 0.75184  0.3355
H -8.49464 -4.48717 0.98389  0.2698
H -9.27316 -2.02852 2.61489  0.2618
H -8.58244 -3.56043 3.19082  0.3094
O 3.45394 4.33629 -7.73444  -0.5327
C 2.65963 4.87351 -7.02266  0.5210
O 2.52391 4.54274 -5.71045  -0.3055
C 1.43189 5.27210 -5.12384  -0.4215
C 1.24023 6.49436 -6.01426  -0.4942
C 1.65677 5.95268 -7.38028  -0.5224
H 0.55163 4.62445 -5.11734  0.2584
H 1.69606 5.52011 -4.09866  0.3031
H 0.22882 6.89238 -5.97842  0.3261
H 1.92548 7.28505 -5.70776  0.2702
H 0.82731 5.48374 -7.91226  0.2566
H 2.11950 6.69765 -8.02069  0.3213

Forces on atoms 1 to 3 (eV/Å):
C -0.2 0.0 0.1
C 0.5 -0.3 0.2
C -0.2 0.5 -0.5



> Look up the orbital gap of the fifth one.

10.16 eV